# C20H48ClFNbO5

A molecular structure, C20H48ClFNbO5 (ωB97M-V/def2-TZVPD, the OMol25 dataset).

```
76
Properties=species:S:1:pos:R:3:forces:R:3:lowdin_charge:R:1
C -3.612680 -2.364514 5.152424 0.3 -0.4 -0.4 -0.1533
C -3.007313 -1.250544 4.720455 -1.7 2.1 0.1 -0.4101
Nb -2.798024 -1.198094 2.581325 -0.9 -0.8 0.8 1.2489
Cl -5.264328 -1.048185 2.452253 0.2 -0.2 -0.2 -0.1775
C -2.843330 -1.035165 0.308959 -0.7 0.6 -0.3 -0.2947
C -3.309442 0.230649 -0.292686 0.0 -0.3 0.2 -0.5700
O -3.054903 1.354012 -0.017859 0.1 0.2 -0.3 0.0694
F -4.203830 0.031233 -1.340441 0.0 0.0 0.1 0.0074
C -0.577681 -1.538116 2.662240 -0.2 -0.1 -0.4 -0.4982
C -0.123640 -2.765429 1.850960 0.0 0.0 0.2 -0.2003
C 0.252455 -0.264661 2.371280 -0.2 0.2 -0.1 -0.3188
C 0.530109 0.015866 0.892870 0.3 0.4 0.1 -0.1279
H -4.628114 -2.598692 4.836928 0.3 -0.5 -0.9 0.0169
H -3.119907 -3.132887 5.751815 -0.3 0.4 0.9 0.0459
H -2.586068 -0.481231 5.365429 1.5 -0.8 0.0 0.0284
H -2.515344 0.614915 2.781394 0.4 0.0 0.1 -0.0755
H -2.997619 -3.072477 2.508495 0.5 -0.2 -0.1 -0.0885
H -3.566542 -1.798243 0.009918 0.2 -0.2 0.0 0.0315
H -1.862841 -1.286662 -0.102352 0.1 0.1 0.2 0.0449
H -0.407380 -1.793296 3.716811 -0.1 0.2 0.1 0.0620
H 0.895320 -2.671611 1.456020 0.1 0.0 0.1 0.0619
H -0.164185 -3.648202 2.491575 0.0 -0.1 -0.1 0.0469
H -0.781244 -3.005221 1.017689 0.1 0.1 -0.1 0.0199
H -0.282796 0.605674 2.749032 0.1 0.0 0.1 0.0448
H 1.201696 -0.279448 2.924365 0.1 -0.3 -0.1 0.0922
H 1.434387 0.623578 0.810106 0.0 0.0 -0.1 0.0613
H -0.265833 0.612887 0.442589 -0.2 -0.2 0.0 0.0581
H 0.715962 -0.874339 0.293306 -0.1 0.0 0.0 0.0452
C -0.362400 -7.691903 1.167173 0.1 0.1 0.0 -0.0687
C -1.299712 -6.531928 1.475538 -0.2 -0.2 -0.2 -0.5034
C -2.758147 -6.957007 1.400268 -0.1 0.1 0.1 -0.0626
O -1.059210 -5.448804 0.589529 0.2 0.0 0.0 -0.0633
H -0.537898 -8.058910 0.151215 -0.1 0.0 0.0 0.0757
H 0.676681 -7.366823 1.227947 0.0 0.0 0.0 0.0760
H -0.510907 -8.520277 1.862413 0.0 0.0 0.0 0.0739
H -1.086354 -6.143475 2.472837 0.0 0.1 0.0 0.1355
H -2.998253 -7.303153 0.389880 0.0 -0.1 0.0 0.0774
H -3.403997 -6.108764 1.626752 0.0 0.0 0.0 0.0757
H -2.976238 -7.764512 2.102035 0.0 0.0 0.0 0.0749
H -1.238756 -5.749921 -0.307989 -0.1 0.0 0.0 0.0891
C -2.235507 4.298525 0.687919 0.1 -0.1 0.0 -0.0601
C -1.481496 4.215263 2.004626 0.0 0.3 -0.2 -0.4930
C -1.312004 5.587577 2.644322 0.0 -0.1 0.1 -0.0745
O -0.201499 3.611390 1.811300 0.0 0.0 0.1 -0.0580
H -1.677468 4.922106 -0.021385 0.0 0.1 0.0 0.0770
H -2.356715 3.304610 0.262560 0.0 0.1 0.0 0.0422
H -3.227015 4.735546 0.822915 0.0 0.0 0.0 0.0811
H -2.017888 3.554794 2.687295 0.1 -0.1 0.0 0.1332
H -0.734341 6.243448 1.984614 -0.1 0.0 0.0 0.0726
H -0.770592 5.506188 3.587945 0.0 0.0 0.0 0.0727
H -2.278520 6.057332 2.835694 0.0 0.0 0.0 0.0734
H 0.292609 4.170166 1.201862 0.0 0.0 0.0 0.0786
C 1.922529 0.885829 -3.224794 -0.1 0.1 0.1 -0.0465
C 3.182133 0.497158 -2.464689 -0.2 -0.2 -0.3 -0.4965
C 4.273112 0.017889 -3.408990 0.2 0.0 0.0 -0.0635
O 2.872858 -0.496846 -1.495175 0.2 0.0 0.1 -0.0537
H 1.522335 0.020123 -3.760725 0.0 0.0 0.0 0.0839
H 1.152993 1.230732 -2.533803 0.0 0.0 0.0 0.0838
H 2.126513 1.676014 -3.949310 0.0 0.0 0.0 0.0523
H 3.546006 1.356288 -1.898313 0.0 0.0 0.1 0.1380
H 3.945768 -0.872618 -3.955070 -0.1 0.0 0.0 0.0786
H 5.169271 -0.253383 -2.849418 0.0 0.0 0.0 0.0778
H 4.531851 0.794640 -4.128912 0.0 0.0 0.0 0.0588
H 2.538975 -1.275861 -1.952907 0.0 0.0 0.0 0.0883
C 2.924518 4.138976 -5.605775 0.0 -0.1 0.0 -0.0613
C 3.745446 4.331172 -4.339873 0.1 0.2 -0.3 -0.5013
C 4.276344 5.752569 -4.236182 0.1 0.0 0.1 -0.0642
O 4.822684 3.395037 -4.298666 -0.1 0.0 0.1 -0.0603
H 3.545917 4.319052 -6.488258 0.0 0.1 0.0 0.0808
H 2.548593 3.118232 -5.669084 0.0 0.0 0.0 0.0652
H 2.076084 4.823539 -5.636320 0.0 0.0 0.0 0.0824
H 3.131201 4.106272 -3.466420 0.0 -0.1 0.0 0.1366
H 4.931478 5.973553 -5.084113 -0.1 0.0 0.0 0.0789
H 4.860488 5.875338 -3.324245 0.0 0.0 0.0 0.0790
H 3.463715 6.480000 -4.230439 0.0 0.0 0.0 0.0796
H 5.387927 3.563027 -5.060689 0.0 0.0 0.0 0.0871
```
Positions in Å, forces in eV/Å.

HOMO level, eV: -4.2
Spin multiplicity: 1
Kohn-Sham gap, eV: 6.381
DFT total energy, eV: -48542.2952
Total charge: -1


# C3H2O3

C3H2O3 in the gas phase (ωB97M-V/def2-TZVPD, the OMol25 dataset).

```
8
Properties=species:S:1:pos:R:3:forces:R:3:lowdin_charge:R:1
O 1.720417 -1.623011 0.150306 -0.4 0.5 0.1 0.1128
C 1.081942 -0.608180 0.233558 0.3 -0.4 0.1 -0.1617
C -0.446140 -0.538957 0.066458 -0.1 -0.4 0.1 -0.2863
O -1.226259 -1.449957 0.182683 0.5 0.7 -0.1 0.1556
C -0.819253 0.907270 -0.256211 0.2 0.5 -0.1 -0.1448
O -0.065105 1.789753 0.086589 -0.8 -0.2 -0.2 0.0700
H 1.476891 0.415187 0.386110 0.5 -0.6 0.0 0.1208
H -1.722493 1.107896 -0.849493 -0.2 -0.1 0.1 0.1336
```
Positions in Å, forces in eV/Å.

HOMO level, eV: -9.8
Spin multiplicity: 1
Kohn-Sham gap, eV: 8.090
DFT total energy, eV: -9283.7466
Relative energy (zero: lowest compared OMol25 entry of this formula, charge and spin), kcal/mol: 41.04


# C2H11N2O

2 unconnected molecules or ions with the total composition C2H11N2O (ωB97M-V/def2-TZVPD, the OMol25 dataset).

```
16
Properties=species:S:1:pos:R:3:forces:R:3:lowdin_charge:R:1
C 0.650174 -0.419790 2.493650 2.7 -3.4 0.7 -0.0067
N 0.930393 -0.665719 1.006564 -0.3 -0.3 -2.8 0.0585
H 1.252477 0.461044 2.806649 -1.2 -0.4 0.0 0.1110
H -0.426784 -0.555178 2.651977 0.5 0.8 0.1 0.0993
H 1.185391 -1.405555 2.991036 -1.4 2.7 -0.8 0.1662
H 1.077677 -1.698103 0.776306 -0.5 1.5 0.6 0.1865
H 1.811838 -0.221945 0.590015 -1.4 -0.4 1.2 0.1869
H 0.093845 -0.330267 0.367277 1.7 -0.6 1.6 0.1202
N -1.421958 0.646604 -0.687635 -1.4 -1.7 -2.6 0.0949
C -0.765886 0.576348 -2.009299 2.7 0.6 3.3 -0.1114
O 0.356289 -0.344357 -1.964381 -3.2 1.2 0.2 0.2013
H -1.567341 1.621194 -0.548795 -0.1 1.4 0.5 0.1043
H -2.447132 0.297088 -0.759289 2.0 0.0 0.5 0.1864
H -1.540742 0.593278 -2.794796 0.3 -0.4 -0.9 0.2140
H -0.072075 1.511093 -2.209149 -1.4 -0.5 -0.1 0.2392
H 0.883835 -0.065734 -2.710129 1.1 -0.5 -1.4 0.1493
```
Positions in Å, forces in eV/Å.

HOMO level (alpha / beta), eV: -20.9 / -20.7
Spin multiplicity: 2
Kohn-Sham gap (alpha / beta), eV: 13.108 / 6.057
DFT total energy, eV: -7257.9277
Total charge: +2
Relative energy (zero: lowest compared OMol25 entry of this formula, charge and spin), kcal/mol: 70.09
Expectation value of S²: 0.755


Record-wise molecular weight values, in g mol⁻¹: 515.96, 86.05, 79.12